Entry 1:
Formula: C33H88O11
Source: the Open Molecules 2025 dataset
Level of theory: ωB97M-V/def2-TZVPD

Geometry as XYZ:
```
132
Properties=species:S:1:pos:R:3:forces:R:3
C 5.7887 -5.6211 0.8778 -0.143 0.435 -0.999
C 5.4207 -4.1383 0.6635 0.036 -0.991 0.624
C 3.9030 -3.9704 0.5365 0.451 0.138 0.941
O 5.9768 -3.4425 1.7931 -0.527 0.431 -0.503
H 6.8730 -5.7036 0.8431 0.035 -0.123 0.301
H 5.3981 -6.2250 0.0510 -0.020 -0.056 0.140
H 5.3908 -5.9900 1.8207 0.040 0.001 0.067
H 5.9183 -3.7864 -0.2414 0.064 0.179 0.100
H 3.4768 -4.0116 1.5476 -0.022 -0.267 -0.006
H 3.4952 -4.8176 -0.0095 -0.160 0.290 -0.301
H 3.5899 -2.9943 0.1675 0.074 -0.126 -0.450
H 5.2468 -3.3287 2.4135 0.236 0.110 0.096
C -1.3989 -3.5023 3.9904 -0.135 0.242 -0.272
C 0.1239 -3.5198 4.0451 -1.278 0.688 0.598
C 0.7073 -3.0100 2.7528 0.994 -0.635 -0.925
O 0.5253 -2.6004 5.0849 0.253 -0.151 -0.357
H -1.8626 -3.6598 4.9667 0.135 -0.283 0.024
H -1.7614 -4.2537 3.2859 -0.103 0.049 0.068
H -1.7290 -2.5118 3.6663 -0.022 -0.070 -0.135
H 0.4130 -4.5352 4.3330 0.521 0.087 -0.342
H 0.5241 -3.6750 1.9018 -0.252 -0.232 0.328
H 1.7982 -2.9546 2.7849 -0.001 0.119 0.284
H 0.3573 -2.0423 2.3938 -0.307 0.182 0.610
H 0.0588 -2.8088 5.8988 0.025 -0.039 0.032
C -2.0551 1.0504 5.3929 0.932 0.228 0.414
C -1.1365 2.2462 5.1488 -0.110 0.207 -0.690
C -0.8073 2.4870 3.6784 0.275 -0.859 -0.238
O -1.8150 3.4011 5.6513 0.203 -0.139 0.181
H -2.0772 0.8362 6.4630 -0.240 0.168 0.039
H -1.6081 0.1589 4.9478 -0.305 0.001 -0.322
H -3.0590 1.2835 5.0480 -0.025 -0.237 -0.193
H -0.1677 2.0884 5.6398 -0.190 0.078 0.375
H -0.1390 3.3378 3.5317 -0.339 0.306 0.171
H -1.7132 2.5595 3.0729 0.004 0.287 0.020
H -0.2182 1.6613 3.2633 -0.198 -0.148 0.120
H -1.4310 4.1659 5.2108 -0.020 0.081 0.142
C 2.6918 1.4037 5.2607 -1.008 0.936 -0.614
C 2.1412 0.3714 4.2896 0.858 -1.287 0.816
C 2.5270 0.5610 2.8265 0.310 0.755 0.519
O 2.6943 -0.8883 4.7371 -0.636 -0.398 -0.363
H 3.7746 1.5017 5.2672 0.045 -0.188 -0.203
H 2.3410 1.2195 6.2747 0.073 -0.248 -0.003
H 2.2384 2.3599 4.9572 0.375 0.132 0.180
H 1.0574 0.2852 4.4316 -0.005 0.311 -0.217
H 2.3158 1.5793 2.4835 -0.337 -0.126 -0.086
H 2.0471 -0.1810 2.1961 -0.058 -0.003 -0.115
H 3.6123 0.4710 2.7444 -0.014 -0.272 0.014
H 1.9675 -1.5491 4.7255 0.606 0.433 0.228
C -3.5967 3.8401 -0.6678 -0.193 -0.010 0.662
C -3.7085 2.3229 -0.7163 -1.159 0.774 -1.037
C -5.1784 1.9132 -0.9018 0.575 -0.155 0.937
O -2.9432 1.8373 -1.8225 0.487 -0.352 0.063
H -4.1126 4.3284 -1.4976 0.149 -0.215 -0.231
H -2.5549 4.1545 -0.6476 -0.017 0.079 0.074
H -4.1141 4.2000 0.2271 0.238 0.073 0.069
H -3.3231 1.8685 0.1956 0.283 -0.092 -0.165
H -5.2127 0.8339 -1.0489 -0.243 0.039 -0.217
H -5.6689 2.4681 -1.7004 0.107 -0.127 -0.196
H -5.7094 2.1385 0.0264 -0.122 -0.023 -0.078
H -3.3671 2.0816 -2.6518 -0.088 0.096 0.090
C -3.8598 -2.3753 -1.6015 -0.465 -0.719 -0.653
C -3.1027 -2.6289 -2.9117 0.145 0.918 0.703
C -3.4165 -1.5786 -3.9665 -0.187 -0.102 -0.583
O -1.7046 -2.5693 -2.6574 0.383 -0.424 0.037
H -3.7851 -1.3422 -1.2641 0.114 0.034 -0.035
H -3.5065 -3.0574 -0.8285 0.106 0.097 0.058
H -4.9076 -2.6305 -1.7927 -0.065 0.251 0.224
H -3.3188 -3.6384 -3.2657 0.050 0.052 -0.082
H -2.8116 -1.7758 -4.8539 0.005 0.006 0.007
H -3.1578 -0.5748 -3.6218 0.042 -0.070 0.218
H -4.4604 -1.5514 -4.2900 -0.042 -0.157 0.179
H -1.5138 -1.7242 -2.2112 0.096 0.081 -0.061
C 0.0379 1.2316 0.1148 0.293 0.152 -0.927
C 0.2628 0.2911 -1.0706 -0.165 -0.162 0.689
C 1.0727 -0.9374 -0.6881 -0.179 0.016 -0.588
O -1.0384 -0.1201 -1.5078 0.231 0.289 -0.213
H 1.0040 1.5848 0.4763 -0.168 0.070 0.311
H -0.5635 0.7448 0.8818 0.233 -0.100 0.138
H -0.5334 2.0835 -0.2651 0.044 0.138 0.214
H 0.7401 0.8202 -1.9029 0.176 0.026 0.160
H 0.4685 -1.5588 -0.0252 0.141 -0.055 0.095
H 2.0228 -0.6768 -0.2217 -0.113 0.123 0.154
H 1.3230 -1.5141 -1.5823 -0.136 -0.145 0.054
H -1.5056 0.7222 -1.6810 -0.421 -0.581 -0.036
C 0.9011 -6.7385 -2.1072 0.568 -0.417 0.038
C 0.1004 -5.4721 -1.8856 -0.436 -0.160 0.091
C 0.3271 -4.8719 -0.5075 0.837 0.346 0.145
O 0.4053 -4.5733 -2.9340 0.340 0.154 -0.020
H 0.6124 -7.2912 -3.0014 -0.188 0.176 -0.035
H 0.8568 -7.4330 -1.2648 -0.355 0.108 0.054
H 1.9697 -6.5290 -2.2157 -0.069 0.337 -0.062
H -0.9765 -5.6883 -1.9440 0.049 -0.288 -0.009
H 1.3490 -4.4926 -0.3771 -0.056 -0.025 -0.387
H 0.2378 -5.6217 0.2814 -0.506 0.031 -0.008
H -0.3254 -4.0103 -0.3520 -0.210 -0.193 0.141
H -0.1969 -3.8174 -2.8680 -0.192 0.011 0.009
C -0.2084 0.3205 -5.0013 -0.543 0.399 0.448
C 0.9300 -0.6624 -5.1633 -1.063 -0.872 -0.472
C 0.4475 -2.0278 -5.6685 -0.398 -0.411 0.466
O 1.8677 -0.1556 -6.1040 0.561 0.248 0.545
H -0.8996 0.2516 -5.8469 0.099 0.287 -0.063
H 0.1823 1.3330 -4.8743 0.085 0.037 -0.432
H -0.8042 0.1803 -4.0939 0.065 -0.514 -0.062
H 1.3363 -0.8214 -4.1610 0.902 0.242 -0.375
H -0.2805 -1.9465 -6.4823 0.155 0.228 -0.116
H -0.0581 -2.6061 -4.8894 -0.022 0.206 0.086
H 1.2715 -2.6568 -6.0028 0.157 0.207 -0.029
H 1.3890 0.0017 -6.9245 -0.012 -0.040 0.021
C 1.3991 3.5711 -2.7787 0.565 -0.349 0.805
C 0.7608 4.7306 -3.5060 -0.080 0.070 0.631
C -0.7273 4.7517 -3.2206 -0.837 -0.159 -0.537
O 1.2992 5.9688 -3.0541 -0.121 0.288 0.024
H 2.4863 3.5591 -2.9082 -0.093 -0.275 -0.538
H 0.9384 2.6233 -3.0564 0.281 -0.032 -0.327
H 1.3231 3.6100 -1.6854 -0.496 0.425 -0.061
H 0.9602 4.5954 -4.5747 -0.189 0.157 -0.073
H -1.3045 5.5607 -3.6759 0.505 0.255 -0.128
H -0.9762 4.7830 -2.1599 0.374 -0.099 0.109
H -1.1843 3.8503 -3.6418 0.121 -0.137 0.177
H 2.2604 5.9511 -3.0921 -0.013 -0.133 -0.082
C 0.1137 4.7988 1.0323 -0.301 0.091 -0.808
C 0.1535 6.3137 0.8273 -0.416 -0.671 1.633
C -1.2117 6.8471 0.3990 0.678 -0.031 -0.223
O 0.4109 6.7931 2.1742 0.274 0.487 -0.511
H -0.1234 4.3182 0.0780 0.354 -0.106 0.009
H -0.6953 4.4959 1.6973 -0.034 0.350 0.148
H 1.0427 4.4193 1.4543 0.109 0.004 -0.207
H 0.9880 6.5909 0.1792 -0.193 0.072 -0.182
H -1.2697 7.9199 0.5894 -0.041 0.006 -0.077
H -1.9543 6.3396 1.0125 -0.206 0.086 -0.140
H -1.3761 6.6766 -0.6661 -0.187 -0.063 0.034
H 0.5810 7.7415 2.0962 -0.038 -0.156 0.222
```
Forces are in eV/Å.

Summary:
* total charge: 0
* SMILES: CC(C)O.CC(C)O.CC(C)O.CC(C)O.CC(C)O.CC(C)O.CC(C)O.CC(C)O.CC(C)O.CC(C)O.CC(C)O

Atomic partial charges in e from the Mulliken method, atoms 1 to 2: number 1, C, carries -1.30; number 2, C, carries 0.48

Entry 2:
Formula: C33H88O11
Source: the Open Molecules 2025 dataset
Level of theory: ωB97M-V/def2-TZVPD

Geometry as XYZ:
```
132
Properties=species:S:1:pos:R:3:forces:R:3
C 18.8766 14.8770 15.7010 -0.653 -1.400 -1.451
C 17.4826 14.9432 16.3512 2.089 -0.797 0.355
C 17.5624 15.8817 17.5330 -1.517 -0.057 1.385
O 16.5351 15.2992 15.4015 -0.739 0.282 -0.315
H 18.9121 14.1150 14.8822 -0.499 0.756 0.413
H 19.7571 14.5879 16.2599 -0.187 0.299 0.944
H 19.0051 15.8352 15.2636 0.582 0.982 -0.574
H 17.2418 13.9292 16.6573 0.008 -0.242 0.635
H 17.6082 16.9435 17.2764 0.104 -0.168 -0.389
H 18.4447 15.6467 18.1444 -0.375 -0.005 0.016
H 16.6115 15.7686 18.1552 1.243 0.147 -0.508
H 15.7216 14.8575 15.7250 -0.082 0.340 -0.553
C 10.0174 9.9656 13.8341 -0.244 0.385 0.519
C 9.3334 11.1929 13.1661 -0.218 -0.732 0.646
C 7.8373 10.8721 12.9294 0.730 1.766 0.554
O 9.5391 12.2509 14.0747 0.805 -0.802 0.592
H 9.5471 9.8293 14.8432 0.201 0.025 -0.889
H 11.0658 10.2306 14.0518 -0.261 -0.273 -0.342
H 9.9255 9.0149 13.2633 0.155 0.721 0.232
H 9.8418 11.4813 12.2314 -0.271 -0.512 -0.057
H 7.3288 10.6674 13.8865 0.303 -0.319 -0.451
H 7.8552 10.0749 12.2275 -0.619 -0.935 -0.478
H 7.3192 11.7438 12.4862 0.221 -0.418 0.094
H 8.9720 12.9839 13.8886 -0.879 1.013 -0.128
C 15.7969 17.1850 12.0827 -0.453 0.096 -1.967
C 14.3594 17.7768 12.1282 0.853 -0.493 1.950
C 14.0519 18.7420 11.0625 0.362 2.266 -1.295
O 13.3784 16.7249 12.0496 -0.075 -0.351 0.017
H 15.8409 16.7172 11.0626 0.264 -0.033 0.813
H 15.9698 16.4321 12.8457 -0.082 0.012 0.122
H 16.6197 17.9296 12.0762 -0.702 -0.161 0.312
H 14.2667 18.2608 13.1412 -0.399 -0.537 -0.878
H 13.0625 19.2079 11.1576 0.069 -0.312 0.313
H 14.0236 18.2417 10.0668 0.501 0.414 0.462
H 14.7673 19.6344 11.0877 -0.683 -1.362 -0.371
H 13.2315 16.4917 11.1119 0.290 0.227 0.600
C 9.0867 15.0781 9.1463 0.265 -0.890 -0.077
C 7.8021 14.4620 9.6536 1.154 -1.851 -0.595
C 8.0403 12.8805 9.8948 0.022 2.109 -0.365
O 7.5179 15.1020 10.8708 -0.902 0.270 0.881
H 9.4195 14.6366 8.2199 0.107 -0.408 -0.286
H 9.8298 14.8861 9.9077 0.438 -0.169 0.191
H 9.1081 16.1260 8.9839 -0.596 1.129 0.022
H 6.9686 14.5978 8.9889 -0.314 0.106 -0.546
H 8.4266 12.8657 10.8904 0.231 -0.330 0.800
H 8.8032 12.4285 9.2612 -0.124 0.255 -0.286
H 7.1340 12.3056 9.8399 -0.439 -0.176 0.031
H 6.5945 15.3843 10.8370 0.275 -0.045 0.328
C 8.8164 16.9208 13.5546 1.785 -0.040 -0.402
C 8.7441 15.7453 14.4656 0.902 -0.508 1.469
C 8.1298 16.2424 15.8011 -0.008 -0.209 -0.646
O 7.9681 14.6566 13.9489 0.085 0.435 -1.967
H 9.1421 16.6960 12.5278 0.068 -0.168 0.314
H 9.5760 17.6180 14.0094 -1.184 -0.232 -0.595
H 7.8142 17.2410 13.4953 -1.079 1.362 -0.156
H 9.7674 15.3623 14.6431 -0.270 0.070 0.103
H 7.0884 16.5410 15.5973 0.244 -0.280 0.266
H 8.6459 17.1259 16.1791 0.156 0.037 -0.246
H 8.1990 15.5100 16.5974 -0.288 -0.321 -0.031
H 8.0449 14.7281 12.9458 -0.384 -0.150 1.567
C 12.8426 15.1168 17.4518 0.477 -0.693 1.727
C 13.3918 13.7416 17.0517 -1.046 -0.489 -0.166
C 12.2625 12.7776 16.7065 -1.116 -0.225 -0.315
O 14.2700 13.8297 15.9357 0.448 -0.023 0.290
H 12.2002 15.0520 18.3599 -0.039 -0.236 -0.823
H 12.3443 15.6387 16.6563 -0.306 0.026 -0.456
H 13.6501 15.7206 17.8316 0.568 0.471 -0.244
H 13.9348 13.2243 17.8566 0.218 0.696 -0.037
H 11.6920 12.5163 17.6314 0.281 0.263 -0.701
H 12.6937 11.8260 16.3203 -0.347 0.612 0.079
H 11.5353 13.2225 15.9438 0.973 -0.689 0.928
H 13.7271 14.0519 15.1510 -0.020 0.111 -0.229
C 14.2262 12.2694 7.9369 0.268 0.851 1.476
C 15.4781 12.5062 8.7920 1.673 -0.198 -1.178
C 16.7768 11.7639 8.2700 -0.331 0.441 0.204
O 15.7783 13.8969 8.8220 -1.204 0.263 -0.687
H 13.5224 13.0684 8.1345 -0.199 0.314 0.362
H 13.7377 11.3696 8.2638 -0.109 -0.659 -0.237
H 14.3678 12.3329 6.8898 0.536 -0.387 -1.103
H 15.2795 12.2015 9.8052 -0.237 -0.395 0.433
H 17.6643 11.9131 8.9447 -1.060 -0.259 -0.469
H 17.0656 12.1560 7.2896 -0.180 0.348 0.104
H 16.5981 10.7111 8.0593 -0.019 -0.258 0.471
H 16.6098 14.0205 9.2621 0.729 -0.094 0.595
C 17.3613 11.6329 11.9064 -1.546 -0.534 0.567
C 18.0507 12.9286 12.0803 0.758 0.513 1.183
C 19.5113 12.6986 12.5882 -0.158 -1.192 -0.023
O 18.0638 13.5876 10.8018 -0.848 -1.492 0.245
H 17.9073 10.9840 11.2630 0.748 -0.557 -0.509
H 16.3856 11.7793 11.3833 0.511 -0.160 0.927
H 17.2763 11.1411 12.9072 -0.344 0.305 -0.823
H 17.4964 13.5516 12.8406 0.434 -0.361 -0.778
H 19.8929 11.7165 12.2705 -0.374 0.065 -0.213
H 19.6790 12.6655 13.6706 -0.530 0.332 -0.159
H 20.2289 13.3659 12.1610 0.273 0.939 -0.206
H 18.5627 14.3424 10.9932 1.164 2.090 -0.135
C 11.8024 13.3333 11.7749 -1.894 -0.477 -0.728
C 12.7016 13.1867 12.9528 0.508 0.611 0.084
C 14.0770 12.8369 12.4430 0.945 -0.227 0.995
O 12.7439 14.3768 13.7637 -0.173 0.297 -0.232
H 10.8020 13.6352 12.0716 -0.281 0.068 0.398
H 11.6379 12.3456 11.2873 0.425 0.626 0.104
H 12.0600 14.0762 11.0171 0.707 -0.128 0.047
H 12.3037 12.4377 13.6471 0.113 -0.077 -0.322
H 14.0107 12.0040 11.7630 -0.008 -0.382 -0.318
H 14.7288 12.5168 13.2722 -0.102 0.130 -0.224
H 14.5813 13.6690 11.9339 -0.320 -0.003 0.028
H 12.9061 15.1654 13.2064 0.142 -0.260 0.106
C 16.1681 8.9861 15.8324 -1.446 0.603 2.368
C 15.5790 10.3160 16.3157 0.800 -0.859 0.858
C 15.5033 10.2175 17.8490 1.340 1.268 0.102
O 16.3937 11.4152 15.8871 -0.530 -0.303 0.285
H 16.4296 9.0913 14.8461 1.018 -0.063 -2.385
H 15.2738 8.3661 15.8831 0.373 -0.769 -0.018
H 16.9652 8.6294 16.5159 -0.371 0.146 -0.695
H 14.5756 10.4221 15.9329 -0.373 0.154 -0.465
H 15.2097 11.2123 18.2232 0.195 -0.349 0.221
H 16.5451 9.9701 18.1872 -0.899 0.463 0.010
H 14.8451 9.4836 18.2928 -0.354 -0.321 -0.368
H 15.8033 12.1823 15.8834 0.121 0.201 -0.071
C 14.2163 8.6539 11.2231 0.514 0.191 -0.858
C 13.3916 8.0661 12.3448 1.772 0.377 0.970
C 14.1184 6.8242 12.9009 0.099 -0.023 0.004
O 13.4511 9.0495 13.4184 -0.328 -0.172 -0.607
H 13.8433 9.5398 10.7397 -0.915 0.564 0.197
H 14.3549 7.9898 10.3624 0.165 -0.340 0.442
H 15.1897 9.0133 11.5858 -0.062 -0.581 0.146
H 12.3638 7.9325 12.1172 -0.948 -0.364 -0.606
H 13.5539 6.2289 13.6794 0.604 0.868 -0.773
H 15.0079 7.3377 13.3185 -0.288 -0.893 0.224
H 14.4765 6.1372 12.1128 -0.352 0.235 0.279
H 12.7167 8.7940 13.9727 -0.225 0.232 0.601
```
Forces are in eV/Å.

Summary:
* total charge: 0
* SMILES: CC(C)O.CC(C)O.CC(C)O.CC(C)O.CC(C)O.CC(C)O.CC(C)O.CC(C)O.CC(C)O.CC(C)O.CC(C)O

Atomic partial charges in e from the Mulliken method, atoms 1 to 2: number 1, C, carries -1.33; number 2, C, carries 1.28

| no. | HOMO level (eV) | LUMO energy (eV) | DFT total energy (Eh) |
| --- | --- | --- | --- |
| 1 | -9.66 | 0.4 | -2137.7235 |
| 2 | -9.50 | 0.4 | -2137.6775 |